{"formula": "C2H10N2O3", "method": "the ωB97M-V functional and the def2-TZVPD basis", "symbols": ["N", "C", "C", "N", "O", "H", "H", "H", "H", "H", "H", "O", "H", "H", "O", "H", "H"], "positions_angstrom": [[1.2043, 0.5663, -0.2097], [0.2166, -0.0138, -1.1950], [-1.1048, -0.6149, -0.5034], [-0.7637, -1.4071, 0.6002], [-2.1875, -0.8000, -1.0793], [1.9161, 1.1532, -0.7417], [0.6779, 1.2303, 0.3690], [0.0230, 0.7407, -2.0231], [0.7835, -0.8131, -1.6949], [0.2576, -1.2273, 0.9662], [-1.3559, -2.1020, 1.0285], [2.0750, -0.7069, 2.0974], [2.3169, -0.2320, 1.2443], [2.7617, -1.1754, 2.4395], [-1.9386, 1.9534, -0.2172], [-2.1931, 1.0694, -0.5689], [-2.6892, 2.3792, -0.5119]], "forces_ev_per_angstrom": [[-0.017, 1.032, -0.939], [0.222, 1.394, -0.222], [1.027, -4.220, -0.382], [3.186, 2.638, -0.491], [1.350, 1.574, 0.624], [-1.372, -1.033, 0.822], [0.315, -0.064, -0.214], [-0.536, -0.916, 1.190], [-0.730, -0.257, 0.252], [-2.764, -0.768, -0.466], [-0.168, 0.385, -0.210], [-2.970, 2.661, -2.471], [-0.442, -0.967, 1.297], [3.201, -1.935, 1.255], [1.687, -2.271, 0.308], [0.459, 0.400, 0.358], [-2.449, 2.346, -0.712]], "gap_ev": 10.8, "de_lowest_ev": 1.538, "charge": 0, "spin_multiplicity": 1, "e_lumo_ev": 0.70}


{"formula": "C2H10N2O3", "method": "the ωB97M-V functional and the def2-TZVPD basis", "symbols": ["C", "N", "C", "N", "O", "H", "H", "H", "H", "H", "H", "O", "H", "H", "O", "H", "H"], "positions_angstrom": [[0.6886, -1.8522, 0.9350], [0.1427, -0.7278, 0.1486], [-1.2779, -0.6854, 0.1291], [-1.7844, 0.2857, -0.7077], [-1.9813, -1.4417, 0.7551], [1.0930, -1.4774, 1.8739], [1.4860, -2.3047, 0.3573], [-0.1088, -2.5366, 1.2209], [0.4071, -0.9027, -0.8155], [-1.0855, 0.6902, -1.3007], [-2.5590, 0.8587, -0.4321], [0.9712, 2.3317, 1.5018], [0.2662, 2.7977, 1.0413], [0.5470, 1.5313, 1.8318], [1.1072, 0.7828, -2.2660], [1.7175, 1.3138, -1.7427], [0.3704, 1.3367, -2.5300]], "forces_ev_per_angstrom": [[-0.323, 0.535, 0.380], [-0.602, -1.092, -0.263], [-0.122, -0.271, 0.187], [0.619, -0.156, -0.394], [-0.174, 0.351, 0.604], [0.211, 0.088, -0.028], [0.029, -0.297, 0.112], [0.148, -0.292, -0.325], [0.394, 0.797, -0.108], [-0.023, 0.515, 0.142], [-0.236, -0.288, 0.020], [-0.088, 0.063, -0.002], [0.026, 0.001, 0.046], [0.098, -0.062, -0.143], [0.034, -0.384, -0.169], [-0.246, 0.123, 0.048], [0.255, 0.369, -0.107]], "gap_ev": 10.1, "de_lowest_ev": 0.866, "charge": 0, "spin_multiplicity": 1, "e_lumo_ev": 0.30}


{"formula": "C2H10N2O3", "method": "the ωB97M-V functional and the def2-TZVPD basis", "symbols": ["H", "N", "C", "C", "O", "H", "H", "H", "H", "O", "O", "H", "H", "N", "H", "H", "H"], "positions_angstrom": [[0.7798, 1.5993, 1.2894], [0.3807, 0.6791, 1.1525], [1.0259, -0.0839, 0.3503], [2.3766, 0.1763, -0.2405], [0.5963, -1.3263, 0.1611], [3.0650, -0.6325, -0.0014], [2.2958, 0.2251, -1.3180], [2.7928, 1.1013, 0.1295], [-0.2991, -1.4412, 0.5503], [-2.1808, 0.1361, 1.2417], [-2.0348, -1.2874, 1.1432], [-1.1656, 0.4436, 1.3010], [-2.9416, -1.5898, 1.2890], [-0.9079, 0.6086, -1.7664], [-0.8887, -0.4063, -1.7188], [-1.4464, 0.8552, -2.5959], [-1.4479, 0.9429, -0.9669]], "forces_ev_per_angstrom": [[0.187, -0.109, -0.189], [-0.014, 0.070, -0.463], [0.476, 0.076, 1.501], [-0.188, -0.109, -0.081], [-0.266, -0.112, -0.539], [-0.131, -0.108, 0.075], [-0.067, 0.045, -0.297], [0.002, 0.264, 0.060], [0.178, -0.009, 0.004], [0.635, 0.778, 0.072], [0.132, -0.241, -0.033], [-1.110, -0.666, 0.085], [0.234, 0.138, -0.012], [-0.248, 0.209, -0.205], [-0.109, 0.131, 0.037], [0.175, -0.091, 0.165], [0.115, -0.267, -0.179]], "gap_ev": 10.4, "de_lowest_ev": 3.493, "charge": 0, "spin_multiplicity": 1, "e_lumo_ev": 0.92}


{"formula": "C2H10N2S", "method": "the ωB97M-V functional and the def2-TZVPD basis", "symbols": ["N", "C", "N", "H", "H", "H", "H", "H", "H", "C", "S", "H", "H", "H", "H"], "positions_angstrom": [[0.2587, -1.8774, -1.0917], [0.0851, -0.6849, -1.9818], [0.4118, -1.0308, -3.4162], [1.3154, -1.7965, -0.9507], [0.1969, -2.7244, -1.5923], [-1.0581, -0.3629, -2.0709], [0.8718, 0.0006, -1.6620], [1.2640, -1.4928, -3.5325], [-0.2755, -1.7214, -3.6861], [-0.7144, 1.7969, 3.8264], [-0.3462, 2.9563, 2.3477], [-0.2483, 2.2641, 4.7289], [-1.7539, 1.7817, 3.8145], [-0.2568, 0.8613, 3.6860], [0.2496, 2.0303, 1.5807]], "forces_ev_per_angstrom": [[2.599, 2.448, 0.974], [-1.277, -1.908, -2.069], [-2.233, 1.164, 0.860], [-1.826, -0.642, 0.384], [-0.622, -1.063, -0.910], [2.721, -0.151, 0.802], [-0.994, 0.701, 0.102], [1.880, -0.596, 0.182], [-0.243, 0.056, -0.316], [1.985, 2.700, -0.352], [0.123, -0.926, 0.854], [-0.741, -0.320, -0.726], [-1.660, -0.386, 0.572], [0.347, -1.176, -0.392], [-0.058, 0.099, 0.035]], "gap_ev": 9.9, "de_lowest_ev": 1.348, "charge": 0, "spin_multiplicity": 1, "e_lumo_ev": 0.85}


{"formula": "C2H10N2S2", "method": "the ωB97M-V functional and the def2-TZVPD basis", "symbols": ["C", "S", "S", "H", "H", "H", "H", "N", "C", "N", "H", "H", "H", "H", "H", "H"], "positions_angstrom": [[1.8979, 1.9267, 0.5410], [0.3671, 1.2366, 1.2461], [1.1367, -0.6590, 1.8684], [2.5183, 2.3473, 1.3327], [1.6847, 2.7504, -0.1381], [2.4736, 1.1530, 0.0405], [0.8646, -1.1906, 0.6731], [-1.1539, 0.0454, -1.4895], [-1.1914, -1.1388, -2.3620], [-2.5241, -1.7354, -2.4562], [-1.7946, -0.3637, -0.8042], [-0.2594, 0.0755, -1.0056], [-0.8669, -0.9182, -3.3970], [-0.4274, -1.9271, -2.2181], [-3.1400, -1.1795, -1.8846], [-2.9515, -1.6844, -3.3745]], "forces_ev_per_angstrom": [[0.300, 0.293, 0.430], [0.831, -0.767, 0.355], [-0.619, 1.192, -0.378], [-0.031, -0.136, 0.073], [-0.325, -0.154, -0.146], [-0.158, -0.004, -0.163], [0.089, -0.399, -0.012], [-0.679, -1.839, -0.046], [1.211, -0.568, -3.048], [-0.131, 0.198, 0.486], [0.221, 1.107, 0.826], [-0.115, 0.175, -0.075], [-0.350, 0.774, 0.168], [-0.373, 0.095, 1.288], [-0.348, -0.029, 0.289], [0.478, 0.063, -0.046]], "gap_ev": 9.4, "de_lowest_ev": 0.942, "charge": 0, "spin_multiplicity": 1, "e_lumo_ev": 0.26}


{"formula": "C2H10N2S2", "method": "the ωB97M-V functional and the def2-TZVPD basis", "symbols": ["C", "S", "S", "H", "H", "H", "H", "N", "C", "N", "H", "H", "H", "H", "H", "H"], "positions_angstrom": [[-1.4340, 1.7675, 1.5493], [-2.2455, 0.6121, 2.6512], [-1.0802, -0.8659, 3.2599], [-0.3911, 1.5522, 1.2825], [-1.4559, 2.7953, 1.8842], [-1.9613, 1.8416, 0.5870], [-0.4486, -1.4215, 2.2484], [0.6214, -0.8501, -2.5431], [0.8209, -1.0760, -1.0813], [1.5190, 0.0940, -0.5492], [1.4359, -1.1452, -3.0750], [-0.1403, -1.4158, -2.9081], [-0.1939, -0.9348, -0.6865], [1.4190, -1.9709, -0.9259], [2.4988, 0.1122, -0.7867], [1.0357, 0.9052, -0.9068]], "forces_ev_per_angstrom": [[0.813, 0.648, -1.259], [-1.613, 0.739, -0.929], [1.313, -0.486, 1.881], [-0.215, -0.325, 0.430], [0.019, 0.155, 0.769], [-0.110, -0.578, 0.264], [-0.153, -0.172, -1.180], [-0.092, -0.587, -0.151], [0.059, 2.322, -1.570], [-0.104, -0.749, 0.742], [0.051, 0.130, 0.124], [-0.038, 0.030, 0.145], [0.278, -1.259, 0.341], [-0.545, -0.204, 0.727], [0.021, 0.147, -0.204], [0.316, 0.188, -0.129]], "gap_ev": 9.0, "de_lowest_ev": 0.972, "charge": 0, "spin_multiplicity": 1, "e_lumo_ev": 0.74}


{"formula": "C2H10N3", "method": "the ωB97M-V functional and the def2-TZVPD basis", "symbols": ["C", "N", "H", "H", "H", "H", "H", "H", "N", "C", "N", "H", "H", "H", "H"], "positions_angstrom": [[-1.0181, 0.8084, -2.2071], [0.1446, 0.8923, -1.2236], [-0.9510, 1.5477, -2.9998], [-1.0817, -0.2138, -2.5798], [-1.9688, 0.9334, -1.6831], [-0.0573, 1.6065, -0.5276], [0.9520, 1.0458, -1.8065], [1.1332, -2.3568, 1.1821], [-0.1186, -0.1096, 1.0729], [0.4367, -0.6425, 2.1701], [1.2223, -1.7665, 1.9992], [-0.8166, 0.5959, 1.2405], [0.1322, 0.0160, -0.6337], [0.3333, -0.2276, 3.1654], [1.6580, -2.1293, 2.8309]], "forces_ev_per_angstrom": [[-0.541, -0.444, 0.579], [-2.171, 0.156, -2.539], [0.161, -0.072, -0.019], [0.389, 0.166, -0.279], [0.329, 0.262, 0.182], [0.769, 0.146, 0.140], [0.706, 0.166, 0.584], [-0.278, 0.091, 0.426], [-0.046, 0.123, -1.838], [-0.626, 0.300, 0.648], [1.089, -0.332, 0.228], [-0.255, 0.053, 0.632], [0.491, -0.179, 1.618], [0.051, -0.162, 0.031], [-0.068, -0.274, -0.393]], "gap_ev": [2.7, 7.5], "de_lowest_ev": 2.311, "charge": 0, "spin_multiplicity": 2, "e_lumo_ev": [0.41, 0.27]}


{"formula": "C2H10N3", "method": "the ωB97M-V functional and the def2-TZVPD basis", "symbols": ["C", "N", "H", "H", "H", "H", "H", "H", "N", "C", "N", "H", "H", "H", "H"], "positions_angstrom": [[-1.5818, 1.5642, -1.4448], [-0.4506, 1.5165, -0.4696], [-1.8353, 0.5425, -1.7278], [-1.2812, 2.0829, -2.3397], [-2.4863, 1.9872, -1.0300], [0.3116, 2.1006, -0.8046], [-0.6811, 1.8612, 0.4614], [-0.1060, 0.4858, -0.3134], [1.6440, -2.3067, 1.5597], [1.2099, -1.1675, 0.9981], [0.1775, -1.0004, 0.2527], [2.5873, -2.3799, 1.9013], [1.1032, -3.1530, 1.5160], [1.7316, -0.2645, 1.3226], [-0.3430, -1.8688, 0.1182]], "forces_ev_per_angstrom": [[-0.375, -0.809, -0.087], [0.246, 0.240, -0.091], [0.155, 0.001, 0.053], [0.078, 0.287, -0.106], [0.120, 0.350, 0.223], [0.093, -0.066, 0.032], [-0.269, 0.024, -0.122], [-0.193, -0.151, 0.228], [0.093, 0.145, -0.030], [-0.251, 0.157, 0.447], [-0.141, -0.091, 0.124], [-0.120, 0.086, 0.201], [0.044, -0.103, -0.219], [0.419, -0.250, -0.369], [0.100, 0.183, -0.284]], "gap_ev": 10.8, "de_lowest_ev": 0.567, "charge": 1, "spin_multiplicity": 1, "e_lumo_ev": -3.01}